{"formula": "C3H6I2O", "method": "ωB97M-V with the def2-TZVPD basis set", "e_lumo_ev": [0.590, -3.447], "orbital_gap_ha": [0.21567, 0.21615], "s2": 2.0069, "e_above_lowest_kj_mol": 98.0, "spin_multiplicity": 3, "homo_energy_ev": [-5.28, -9.33], "charge": 0, "elements": ["C", "C", "C", "O", "I", "I", "H", "H", "H", "H", "H", "H"], "xyz": [[0.079, 1.416, 0.032], [0.628, -1.155, 0.433], [0.075, -0.069, -0.503], [-1.516, -0.575, -0.596], [-0.371, -1.326, 2.351], [0.782, -0.448, -2.454], [1.076, 1.589, 0.296], [-0.609, 1.624, 0.880], [-0.261, 2.072, -0.731], [0.435, -2.135, 0.069], [1.612, -1.287, 0.670], [-1.930, 0.294, -0.446]], "mulliken_charge": [-1.368, -1.493, 0.467, -0.511, 0.149, 0.089, 0.389, 0.384, 0.437, 0.497, 0.653, 0.306]}

---

{"formula": "C3H5NO2", "method": "ωB97M-V with the def2-TZVPD basis set", "e_lumo_ev": 0.823, "orbital_gap_ha": 0.38976, "e_above_lowest_kj_mol": 171.4, "homo_energy_ev": -9.78, "charge": 0, "elements": ["C", "C", "N", "O", "C", "O", "H", "H", "H", "H", "H"], "xyz": [[-1.456, -0.508, 0.955], [-0.698, 0.376, 0.057], [-0.601, 1.364, -0.597], [0.906, -0.668, -0.020], [1.802, -0.112, -0.715], [1.695, 0.979, -1.340], [-0.928, -0.602, 1.906], [-1.543, -1.500, 0.509], [-2.448, -0.079, 1.117], [0.496, 1.379, -1.087], [2.775, -0.627, -0.784]], "mulliken_charge": [-1.001, 0.673, -0.585, -0.527, 0.236, -0.582, 0.285, 0.288, 0.351, 0.494, 0.369]}

---

What is the formula in the second record?
C3H5NO2